Formula: CH2ClN2O2
Source: the OMol25 dataset
Level of theory: wB97M-V/def2-TZVPD

```
8
Properties=species:S:1:pos:R:3
C 0.92892 -0.19442 0.33171
N -0.32705 -0.73073 0.11910
N -1.29141 0.06018 -0.21360
O -1.15288 1.29820 -0.13113
O -2.34084 -0.51632 -0.47540
Cl 2.26235 -1.18173 -0.31937
H 1.10478 0.12889 1.26245
H 0.81612 1.13594 -0.57376
```

As for the charge: -1. The value obtained for the lowest unoccupied orbital energy (alpha / beta) is 3.654 / 2.641 eV. The calculation puts the largest force on an atom at 7.03 eV/A. For the HOMO energy (alpha / beta), the calculation gives -0.4 / -4.6 eV. Its energy above the lowest of the compared OMol25 structures with the same formula, charge and spin is 62.0 kcal/mol. The value obtained for the molar mass is 109.492 g/mol. The spin multiplicity is 3. As for the expectation value of S²: 2.017. The energy comes out at -20659.4259 eV. The HOMO-LUMO gap (alpha / beta) is 0.1480 / 0.2677 hartree.